one | Below is C3H5N2O as an isolated structure, with properties calculated with ωB97M-V/def2-TZVPD.

Results
highest occupied orbital energy: -16.636 eV
total charge: +1

Element x y z (Å)
C 0.093 -0.081 -0.129
C -1.519 0.400 0.921
C 1.350 -0.382 -0.773
N -0.243 -0.265 1.192
N -1.059 0.387 -0.588
O -2.522 0.809 1.372
H 1.942 -1.229 -0.327
H 2.025 0.582 -0.509
H 1.055 -0.550 -1.776
H 0.302 -0.644 1.914
H -1.426 0.972 -1.296

two | Below is an isolated ion of composition C3H5N2O and charge +1, with properties calculated with ωB97M-V/def2-TZVPD.

Results
highest occupied orbital energy (spin up / spin down): -12.441 / -12.441 eV
total charge: +1

Element x y z (Å)
C 0.168 -0.699 0.807
C 0.241 1.746 0.544
C -0.172 -0.453 -1.531
N -0.017 0.688 1.084
N 0.020 -1.083 -0.430
O 0.752 2.663 0.136
H 0.014 -1.302 1.785
H -0.440 -0.946 -2.337
H -0.089 0.672 -1.460
H -0.430 0.794 2.003
H -0.047 -2.078 -0.601

three | Below is an isolated ion of composition C3H5N2O and charge +1, with properties calculated with ωB97M-V/def2-TZVPD.

Results
highest occupied orbital energy: -16.111 eV
SMILES: C[n+]1ncco1
total charge: +1

Element x y z (Å)
C -1.768 -0.425 0.523
C -1.622 0.393 -0.605
C 2.035 -0.055 0.017
N -0.534 -0.651 0.972
N 0.307 -0.129 0.207
O -0.339 0.549 -0.840
H -2.588 -0.703 0.959
H -2.315 1.071 -1.077
H 2.055 0.991 -0.204
H 2.482 -0.400 0.871
H 2.286 -0.641 -0.823

Energy above the most stable structure, in hartree: one 0.0000; two 0.1014; three 0.0887

one | Below is an isolated ion of composition C3H5N2O and charge +1, with properties calculated with ωB97M-V/def2-TZVPD.

Results
highest occupied orbital energy: -15.069 eV
SMILES: On1cc[nH+]c1
total charge: +1

Element x y z (Å)
O 2.175 -0.019 -0.297
N 0.818 -0.016 -0.109
C 0.073 1.133 -0.082
C -1.225 0.720 0.012
N -1.209 -0.644 0.050
C 0.042 -1.090 -0.045
H 2.573 -0.196 0.569
H 0.508 2.109 -0.159
H -2.098 1.342 0.039
H -2.030 -1.228 0.107
H 0.373 -2.110 -0.086

two | Below is an isolated ion of composition C3H5N2O and charge +1, with properties calculated with ωB97M-V/def2-TZVPD.

Results
highest occupied orbital energy: -15.080 eV
SMILES: C[N+](=O)C=C=N
total charge: +1

Element x y z (Å)
C -1.151 1.056 -0.906
C -0.412 0.504 0.086
C 1.150 -1.001 1.070
N -1.858 1.510 -1.707
N 0.377 -0.572 -0.073
O 0.498 -1.173 -1.118
H -2.229 2.048 -2.466
H -0.480 0.974 1.057
H 0.598 -0.904 2.002
H 1.447 -2.038 0.909
H 2.061 -0.405 1.146

Energy above the most stable structure, in hartree: one 0.0000; two 0.0853

one | Below is a 9-piece molecular cluster, H19O9 overall, with properties calculated with ωB97M-V/def2-TZVPD.

Results
expectation value of S²: 0.757
highest occupied orbital energy (spin up / spin down): -17.720 / -17.177 eV
spin multiplicity: 2
total charge: +2

Element x y z (Å)
O 0.711 3.674 1.100
H -4.099 2.418 0.215
H 1.158 0.195 -0.508
O 1.612 -1.618 1.833
H 3.362 -0.074 -2.314
O -1.194 1.881 -2.556
H 1.240 -1.254 2.695
H -1.793 1.521 -3.156
O 0.014 -0.388 3.561
H -0.101 0.079 2.753
H -0.858 -0.749 3.794
O 1.320 -0.797 -0.444
H 1.464 -1.060 0.652
H 0.620 -1.277 -0.684
O 3.982 -0.854 -2.475
H -1.694 1.991 -1.694
H 3.281 -1.479 -2.544
O -1.439 -1.605 1.120
H 1.304 4.283 1.664
H -0.915 -2.253 0.492
O -3.903 1.709 -0.374
H -4.258 1.880 -1.107
H -2.254 -1.989 0.729
O -0.795 -2.012 -1.621
H -0.541 -2.682 -2.233
H -1.691 -1.853 -1.918
H 0.818 3.895 0.111
H 2.497 -1.518 1.905

two | Below is a 9-piece molecular cluster, H19O9 overall, with properties calculated with ωB97M-V/def2-TZVPD.

Results
expectation value of S²: 0.758
highest occupied orbital energy (spin up / spin down): -17.923 / -17.666 eV
spin multiplicity: 2
total charge: +2

Element x y z (Å)
O -0.316 -2.076 -2.383
H -0.832 -2.832 -1.933
H -1.218 -0.706 3.697
O 1.574 -1.539 0.907
H 1.442 -0.957 1.667
O -1.054 0.001 -0.466
H -0.931 -3.477 0.395
H -0.295 0.573 -0.665
O -1.215 -3.599 -0.518
H -0.736 -1.320 -1.908
H 2.142 -2.165 1.375
O -1.615 3.609 0.738
H -0.674 3.667 -1.441
H -1.006 3.104 0.160
O 0.269 3.534 -1.583
H 0.489 4.383 -2.011
H -2.462 3.241 0.486
O 1.138 1.435 1.278
H 0.630 -2.215 -2.176
H 1.692 2.229 1.379
O 1.645 -0.666 -2.351
H -2.136 -3.846 -0.342
H 0.753 1.381 2.177
O -0.431 -0.151 3.821
H 2.049 -0.858 -3.203
H 1.939 0.134 -1.940
H -0.851 -0.067 0.481
H 0.009 -0.819 4.360

Energy above the most stable structure, in hartree: one 0.0773; two 0.0000

one | Below is an isolated ion of composition C5H6NO and charge +1, with properties calculated with ωB97M-V/def2-TZVPD.

Results
highest occupied orbital energy: -14.403 eV
SMILES: C[N+](=O)C=C1C=C1
total charge: +1

Element x y z (Å)
C 1.040 2.648 -0.430
C 0.273 2.421 0.645
C 0.417 1.324 -0.297
C 0.210 -0.001 -0.586
C -0.617 -2.306 0.077
N -0.448 -0.924 0.343
O -0.838 -0.577 1.444
H 1.369 3.200 -1.212
H -0.042 2.780 1.654
H 0.556 -0.350 -1.596
H 0.316 -2.826 -0.276
H -1.379 -2.572 -0.803
H -0.859 -2.817 1.038

two | Below is an isolated ion of composition C5H6NO and charge +1, with properties calculated with ωB97M-V/def2-TZVPD.

Results
highest occupied orbital energy: -14.470 eV
total charge: +1

Element x y z (Å)
C -1.344 1.142 0.170
C 0.063 1.365 0.268
C -0.351 -0.887 -0.476
C 1.825 0.020 0.649
C -1.608 -0.123 -0.338
N 0.621 0.086 -0.169
O 1.903 0.010 -0.700
H -2.102 1.999 0.474
H -0.183 -1.705 0.203
H -0.211 -1.386 -1.546
H 2.092 1.032 1.017
H 1.910 -1.003 1.116
H -2.615 -0.551 -0.668

three | Below is an isolated ion of composition C5H6NO and charge +1, with properties calculated with ωB97M-V/def2-TZVPD.

Results
highest occupied orbital energy: -14.907 eV
SMILES: C#CC[N+](C)=C=O
total charge: +1

Element x y z (Å)
C 2.523 -0.606 0.426
C 1.448 -0.938 0.039
C 0.083 -1.122 -0.499
C -2.121 -0.157 -0.174
C -0.389 1.330 0.418
N -0.873 0.079 -0.164
O -3.254 -0.291 -0.250
H 3.641 -0.397 0.641
H 0.321 -1.037 -1.521
H -0.501 -1.962 -0.263
H -1.093 2.094 0.049
H 0.496 1.549 -0.169
H -0.280 1.459 1.465

Energy above the most stable structure, in hartree: one 0.0714; two 0.1381; three 0.0000

one | Below is an isolated ion of composition CHO3PS2 and charge -2, with properties calculated with ωB97M-V/def2-TZVPD.

Results
highest occupied orbital energy: -0.147 eV
SMILES: [O-]C(=S)[P@@]([O-])(O)=S
total charge: -2

Element x y z (Å)
C 0.469 -1.289 0.386
O 0.506 1.746 1.020
O 1.441 -1.230 -0.394
O -0.189 0.953 -1.413
P -0.491 0.496 0.181
S -0.099 -2.538 1.326
S -2.387 0.657 0.422
H 0.750 1.205 -1.528

two | Below is CHO3PS2 as an isolated structure, with properties calculated with ωB97M-V/def2-TZVPD.

Results
highest occupied orbital energy: -0.462 eV
total charge: -2

Element x y z (Å)
C -0.548 -1.121 -0.317
O -0.782 1.121 1.578
O 0.354 -1.901 -0.510
O 2.194 0.656 0.292
P -0.386 0.746 0.224
S -2.152 -1.269 -0.229
S -0.850 2.153 -1.109
H 2.170 -0.385 0.069

Energy above the most stable structure, in hartree: one 0.0000; two 0.0368

one | Below is a single C2H5NOS2 molecule, with properties calculated with ωB97M-V/def2-TZVPD.

Results
highest occupied orbital energy: -8.501 eV
SMILES: OCC(=S)NS

Element x y z (Å)
C -1.291 0.370 -0.013
C 0.238 0.751 -0.148
H -1.675 -1.304 -0.908
H -1.873 0.798 -0.823
H -1.654 0.801 0.974
H 0.436 -1.268 0.084
H 2.871 -0.465 1.202
N 0.967 -0.387 -0.193
O -1.506 -1.031 0.030
S 0.856 2.251 -0.081
S 2.632 -0.516 -0.125

two | Below is a single C2H5NOS2 molecule, with properties calculated with ωB97M-V/def2-TZVPD.

Results
highest occupied orbital energy: -8.789 eV
SMILES: CC(=S)N(O)S

Element x y z (Å)
C 0.282 1.087 0.996
C 0.823 0.198 -0.098
N -0.251 -0.557 -0.596
O 0.016 -1.752 -1.233
S -2.032 -0.169 -0.527
S 2.266 -0.060 -0.647
H 0.919 0.961 1.891
H -0.754 0.870 1.257
H 0.445 2.123 0.584
H -2.183 -1.192 0.395
H 0.468 -1.510 -2.022

Energy above the most stable structure, in hartree: one 0.0000; two 0.0722

one | Below is an isolated ion of composition C4H7N2S and charge +1, with properties calculated with ωB97M-V/def2-TZVPD.

Results
highest occupied orbital energy (spin up / spin down): -13.109 / -13.140 eV
total charge: +1

Element x y z (Å)
C -1.851 0.680 0.132
C -0.674 0.841 0.839
C -0.823 -0.842 -1.240
C 1.705 0.018 0.600
N -1.863 -0.267 -0.800
N 0.313 0.068 0.601
S 2.326 -0.662 -1.010
H -2.763 1.376 0.159
H -0.504 1.512 1.704
H -0.628 -1.817 -1.580
H 2.067 1.013 0.673
H 2.018 -0.434 1.564
H -2.797 -0.360 -1.160
H 3.472 -1.127 -0.483

two | Below is an isolated ion of composition C4H7N2S and charge +1, with properties calculated with ωB97M-V/def2-TZVPD.

Results
highest occupied orbital energy (spin up / spin down): -10.934 / -12.436 eV
total charge: +1

Element x y z (Å)
C 1.253 0.138 0.405
C -1.647 0.675 0.203
C -0.590 1.632 0.131
C 0.088 -1.737 -0.428
N 0.591 0.985 -0.428
N 1.030 -1.235 0.267
S -2.789 -0.353 0.077
H 2.032 0.412 1.092
H -0.720 2.428 -0.544
H -0.593 1.979 1.200
H -0.367 -2.804 -0.483
H -0.252 -0.974 -1.048
H 0.321 0.625 -1.349
H 1.642 -1.773 0.907

Energy above the most stable structure, in hartree: one 0.0080; two 0.0000

one | Below is a 2-piece molecular cluster, C4H7N2S overall, with properties calculated with ωB97M-V/def2-TZVPD.

Results
highest occupied orbital energy (spin up / spin down): -13.934 / -13.934 eV
total charge: +1

Element x y z (Å)
C -2.298 -0.805 -0.110
C 0.249 0.627 0.154
C -1.375 -1.701 -0.030
C 1.652 0.181 -0.001
N -2.759 0.294 -0.007
N 2.641 1.143 -0.223
S -0.761 1.790 0.133
H -1.315 -2.392 0.945
H -1.099 -2.350 -0.947
H 2.043 -0.254 1.044
H 1.574 -0.586 -0.773
H -3.647 0.657 -0.036
H 2.366 1.911 -0.873
H 2.730 1.484 0.723

two | Below is an isolated ion of composition C4H7N2S and charge +1, with properties calculated with ωB97M-V/def2-TZVPD.

Results
highest occupied orbital energy (spin up / spin down): -13.966 / -13.905 eV
total charge: +1

Element x y z (Å)
C 0.310 -0.240 -0.902
C -0.304 0.219 0.813
C 1.445 -1.643 1.005
C -1.465 1.610 -1.164
N 0.537 -0.796 0.296
N -0.547 0.735 -0.466
S -0.977 0.493 2.551
H 0.729 -0.373 -1.837
H 1.158 -1.920 2.060
H 1.514 -2.528 0.315
H 2.495 -1.229 1.121
H -0.903 2.275 -2.006
H -1.737 2.332 -0.323
H -2.256 1.065 -1.461

Energy above the most stable structure, in hartree: one 0.0154; two 0.0000

one | Below is C4H7N2S as an isolated structure, with properties calculated with ωB97M-V/def2-TZVPD.

Results
highest occupied orbital energy: -15.487 eV
total charge: +1

Element x y z (Å)
C -0.207 0.021 0.452
C 0.287 1.105 -0.190
C 0.409 2.481 0.365
C -0.479 -2.441 -0.063
N 0.497 -0.912 -1.493
N 0.002 -1.073 -0.353
S 0.906 0.634 -1.717
H -0.796 -0.094 1.339
H -0.589 3.048 0.283
H 0.888 2.427 1.293
H 0.922 3.272 -0.178
H -0.636 -3.043 -0.903
H 0.238 -3.139 0.617
H -1.441 -2.286 0.548

two | Below is a 2-piece molecular cluster, C4H7N2S overall, with properties calculated with ωB97M-V/def2-TZVPD.

Results
highest occupied orbital energy: -13.695 eV
total charge: +1

Element x y z (Å)
C -0.019 -0.688 -0.023
C -0.099 -2.847 0.203
C 0.826 1.419 -0.315
C -0.645 1.508 0.142
N 1.069 -0.026 -0.298
N -1.032 0.095 0.221
S -1.488 -3.481 0.405
H 0.932 -3.104 0.136
H 0.971 1.807 -1.325
H 1.513 1.929 0.361
H -0.751 1.976 1.124
H -1.277 2.038 -0.572
H 1.960 -0.429 -0.532
H -1.960 -0.198 0.474

Energy above the most stable structure, in hartree: one 0.0000; two 0.0198